i.
72
Properties=species:S:1:pos:R:3 method="wB97M-V/def2-TZVPD" e_lumo_ev=-0.07 e_homo_ev=-8.9 homo_lumo_gap_ev=8.86 smiles="NC(N)=O.NC(N)=O.NC(N)=O.NC(N)=O.NC(N)=O.NC(N)=O.NC(N)=O.NC(N)=O.NC(N)=O"
C -0.82 7.17 2.33
O -1.94 7.42 2.80
N -0.83 6.42 1.22
N 0.27 7.83 2.60
H -1.73 6.05 0.99
H 0.02 5.97 0.91
H 1.00 7.51 1.99
H 0.46 8.28 3.48
C -3.69 -4.50 2.99
O -2.88 -3.87 3.63
N -3.32 -5.61 2.56
N -4.86 -4.07 2.62
H -2.42 -6.01 2.78
H -3.91 -5.96 1.82
H -5.55 -4.72 2.28
H -5.03 -3.07 2.52
C 0.21 0.12 -0.45
O -0.35 -0.18 0.61
N 0.19 -0.71 -1.42
N 0.87 1.17 -0.69
H -0.32 -1.58 -1.33
H 0.76 -0.52 -2.24
H 1.44 1.27 -1.52
H 1.05 1.71 0.14
C 3.46 -4.44 3.42
O 3.57 -3.80 4.49
N 4.46 -5.20 3.02
N 2.35 -4.46 2.72
H 4.50 -5.78 2.20
H 5.29 -4.91 3.52
H 2.42 -5.02 1.88
H 1.49 -3.96 2.92
C 3.13 6.37 -2.76
O 2.85 5.86 -1.70
N 3.18 7.65 -2.94
N 3.45 5.86 -3.93
H 3.21 8.17 -2.07
H 3.10 7.97 -3.89
H 4.29 6.32 -4.25
H 3.38 4.88 -4.15
C -0.67 -6.34 -2.93
O -0.04 -6.15 -1.93
N -1.49 -7.31 -3.06
N -0.42 -5.75 -4.05
H -1.66 -7.88 -2.24
H -2.00 -7.49 -3.92
H -0.89 -6.25 -4.79
H 0.17 -4.94 -4.20
C -4.76 1.94 2.77
O -5.67 2.71 2.82
N -4.08 1.53 3.71
N -4.30 1.47 1.77
H -4.08 1.80 4.69
H -3.29 1.04 3.31
H -4.70 1.69 0.87
H -3.50 0.85 1.78
C 0.99 -1.47 -7.87
O 0.69 -0.81 -6.94
N 0.27 -1.60 -8.98
N 2.15 -2.00 -7.94
H -0.57 -1.04 -9.03
H 0.61 -2.31 -9.62
H 2.56 -1.98 -7.02
H 2.39 -2.75 -8.58
C 1.63 2.32 5.03
O 2.67 2.61 4.48
N 0.70 3.19 5.36
N 1.32 1.08 5.39
H 0.92 4.14 5.12
H -0.03 2.87 5.98
H 1.91 0.32 5.09
H 0.44 0.86 5.83

***

ii.
72
Properties=species:S:1:pos:R:3 method="wB97M-V/def2-TZVPD" e_lumo_ev=0.06 e_homo_ev=-9.3 homo_lumo_gap_ev=9.32 smiles="NC(N)=O.NC(N)=O.NC(N)=O.NC(N)=O.NC(N)=O.NC(N)=O.NC(N)=O.NC(N)=O.NC(N)=O"
C 7.70 1.47 2.39
O 6.60 1.79 2.87
N 8.37 2.23 1.74
N 8.08 0.24 2.21
H 8.80 1.98 0.86
H 8.20 3.20 1.96
H 7.56 -0.44 2.75
H 9.03 -0.07 2.07
C -3.85 -7.30 -5.52
O -2.84 -7.22 -4.87
N -4.26 -8.29 -6.30
N -4.70 -6.33 -5.42
H -5.08 -8.15 -6.87
H -3.70 -9.12 -6.20
H -5.37 -6.13 -6.15
H -4.73 -5.58 -4.74
C 4.00 -4.10 6.03
O 5.16 -3.86 6.32
N 3.18 -3.11 5.99
N 3.54 -5.27 6.04
H 2.19 -3.31 6.07
H 3.48 -2.38 5.37
H 4.19 -6.02 6.23
H 2.54 -5.34 5.90
C 5.17 0.07 -3.75
O 4.30 -0.19 -4.55
N 5.58 1.31 -3.57
N 5.61 -0.71 -2.80
H 6.35 1.38 -2.93
H 5.17 2.05 -4.12
H 5.62 -1.67 -3.11
H 6.28 -0.40 -2.11
C -0.61 1.15 0.27
O -1.56 1.90 0.38
N 0.62 1.44 0.60
N -0.69 -0.15 -0.04
H 1.28 0.80 0.18
H 0.98 2.37 0.75
H 0.18 -0.66 0.09
H -1.57 -0.59 -0.27
C -7.36 0.37 -2.99
O -6.73 -0.64 -2.58
N -7.39 1.49 -2.37
N -8.26 0.15 -3.89
H -6.60 1.58 -1.75
H -8.10 2.19 -2.53
H -8.91 0.84 -4.22
H -8.47 -0.80 -4.17
C -6.65 7.22 2.79
O -6.42 7.82 1.74
N -7.07 7.69 3.97
N -6.13 6.08 3.05
H -7.17 7.13 4.80
H -7.20 8.65 4.27
H -5.42 5.67 2.46
H -6.23 5.67 3.97
C -0.47 8.20 1.60
O 0.15 9.18 1.86
N -0.76 7.14 2.37
N -1.09 8.16 0.50
H -0.59 7.28 3.35
H -1.23 6.29 2.09
H -1.91 7.57 0.52
H -1.02 9.06 0.03
C 2.91 -6.37 -0.81
O 3.99 -6.11 -0.27
N 2.89 -6.63 -2.13
N 1.82 -6.19 -0.23
H 3.73 -7.00 -2.55
H 1.94 -6.80 -2.44
H 1.89 -5.75 0.67
H 1.05 -6.12 -0.88

***

Stability, lowest: ii